[1]
Below is a molecular structure, C40H41HfN7 in a non-equilibrium geometry, with properties calculated with wB97M-V/def2-TZVPD.

```
89
Properties=species:S:1:pos:R:3:forces:R:3
Hf 0.53350 0.83302 -1.17018 -5.98 0.24 1.01
C 1.70970 1.52752 -3.88548 -0.12 0.68 -0.99
N 2.16100 0.82532 -2.69108 -0.98 -0.12 0.51
C 3.23380 1.48162 -1.95338 1.02 0.18 0.16
C 3.36610 1.07682 -0.48338 0.66 -0.28 0.35
C 4.63360 1.03102 0.09892 -0.39 -0.03 -0.11
C 4.74880 0.70032 1.44742 -0.17 0.05 0.05
C 3.60220 0.43232 2.18452 0.24 0.41 -0.22
C 2.38010 0.51172 1.54132 -0.27 1.22 0.00
N 2.23990 0.83302 0.23962 1.92 -0.07 -0.02
C 2.26930 -0.62258 -2.83018 0.40 -0.91 -0.41
C 0.93830 -1.35848 -3.00838 -0.54 -0.98 -1.31
C 0.95030 -2.67208 -3.47918 1.25 1.51 -0.69
C -0.25730 -3.35268 -3.61878 -0.20 1.77 -3.32
C -1.44360 -2.71318 -3.28048 -2.14 2.55 -9.02
C -1.37330 -1.41408 -2.81028 -0.64 2.03 -7.13
N -0.21940 -0.73458 -2.66478 2.94 1.80 -1.84
C 0.75620 2.66192 -3.55438 0.02 0.72 -0.25
C 0.88060 3.89982 -4.18238 -0.10 -0.23 0.18
C -0.02100 4.91072 -3.85828 -0.14 -0.04 0.10
C -1.01970 4.66002 -2.92468 0.19 -0.18 -0.45
C -1.08120 3.39972 -2.35608 -0.62 -0.43 -0.23
N -0.22870 2.40132 -2.65778 1.30 0.74 -0.63
H 2.57300 1.89552 -4.45448 -0.12 0.07 0.07
H 1.16200 0.86662 -4.56908 0.21 -0.28 0.39
H 4.18500 1.30232 -2.47098 0.04 0.10 0.22
H 3.08120 2.56842 -1.94158 -0.20 -0.09 -0.34
H 5.52210 1.25112 -0.48318 -0.15 -0.06 -0.02
H 5.72580 0.65652 1.91952 -0.12 0.01 -0.09
H 3.65690 0.17282 3.23512 -0.07 0.01 -0.11
H 1.45060 0.31672 2.06742 0.14 0.49 -0.01
H 2.92910 -0.85828 -3.67528 -0.07 -0.16 0.11
H 2.72770 -1.06828 -1.93908 0.23 0.33 0.03
H 1.88440 -3.16248 -3.73088 -0.09 0.09 0.00
H -0.27110 -4.37498 -3.98428 0.15 0.29 -0.71
H -2.39950 -3.21418 -3.37558 0.03 0.14 0.00
H -2.26500 -0.86378 -2.52688 -0.13 0.14 -0.17
H 1.66570 4.08062 -4.90788 -0.03 -0.09 0.09
H 0.05680 5.88632 -4.32828 0.03 -0.12 0.05
H -1.73340 5.42592 -2.64568 0.05 -0.14 0.02
H -1.83820 3.14702 -1.62038 0.09 -0.01 -0.21
C -3.95450 -3.35498 2.61432 -0.06 0.12 -0.02
C -3.09000 -2.60118 3.58942 -0.14 0.00 0.18
C -3.26810 -2.81488 4.96632 0.57 0.44 -0.19
C -2.48970 -2.13248 5.89942 -0.06 -0.05 -0.08
C -1.52120 -1.23358 5.46782 -0.10 -0.08 -0.27
C -1.33100 -1.01538 4.10232 0.01 -0.21 0.00
C -2.10630 -1.68998 3.14542 -0.35 0.38 1.76
N -1.93370 -1.48318 1.74842 0.94 -0.88 -0.92
C -1.18830 -0.47218 1.15922 -1.58 1.15 1.42
N -1.59070 0.76362 1.62332 0.15 -0.92 -0.71
C -1.22470 2.07672 1.26182 1.16 2.00 -0.09
C -0.29050 2.35352 0.25652 0.53 -1.09 -0.46
C 0.10190 3.65002 -0.06868 -0.27 -0.21 1.57
C -0.42960 4.72312 0.63182 0.06 0.36 0.12
C -1.34350 4.48892 1.65702 0.24 -0.59 -0.48
C -1.73950 3.17802 1.98902 -0.14 0.12 0.16
C -2.71390 2.99322 3.12312 0.05 -0.03 0.00
N -0.28340 -0.67518 0.24432 0.35 0.63 0.43
C 0.01920 -1.97468 -0.18568 -0.18 -2.01 0.18
C -0.66390 -2.49398 -1.29208 1.73 -2.89 7.83
C -0.41430 -3.79028 -1.74098 0.00 -0.91 4.41
C 0.52970 -4.57758 -1.08808 0.42 0.06 0.97
C 1.23290 -4.06368 0.00252 -0.23 0.00 -0.70
C 0.99970 -2.75428 0.45182 0.27 -0.24 -0.06
C 1.76580 -2.22468 1.63062 0.17 -0.34 -0.23
H -4.72510 -3.93948 3.12832 0.26 0.12 -0.06
H -3.34500 -4.04938 2.02732 -0.15 0.01 -0.13
H -4.46750 -2.66008 1.94152 0.12 -0.15 -0.08
H -4.01970 -3.51708 5.32132 0.11 0.12 -0.23
H -2.63630 -2.30688 6.96232 0.01 0.04 -0.19
H -0.90470 -0.70648 6.19152 -0.10 -0.07 -0.16
H -0.54570 -0.32698 3.79672 -0.17 -0.05 -0.05
H -1.77070 -2.38528 1.31132 -0.06 0.18 -0.29
H -2.41940 0.71022 2.19702 0.06 -0.10 0.12
H 0.82260 3.80472 -0.86518 0.15 0.27 0.06
H -0.12950 5.73822 0.38702 -0.08 -0.05 0.09
H -1.74390 5.33922 2.20542 -0.01 -0.29 -0.02
H -2.95860 3.94582 3.60512 0.07 -0.22 -0.18
H -2.28550 2.34112 3.89122 -0.18 -0.05 -0.01
H -3.64870 2.56072 2.75242 -0.02 -0.06 0.18
H -1.39590 -1.87388 -1.80338 -0.81 -2.62 7.93
H -0.95190 -4.18018 -2.60088 -0.30 -2.12 3.32
H 0.72850 -5.58858 -1.43448 -0.08 0.14 0.04
H 1.97490 -4.68758 0.49612 -0.11 0.18 -0.03
H 2.68860 -2.79338 1.78832 -0.21 0.00 0.02
H 1.15880 -2.29808 2.53752 0.05 0.15 0.07
H 2.05830 -1.18148 1.47342 -0.40 -1.61 0.06
H -1.42840 0.83302 -1.17018 0.72 0.02 -0.32
```
Positions in Å, forces in eV/Å.

E_HOMO (eV): -12.35
LUMO energy (eV): -5.73
Total charge: +2

[2]
Below is a molecular structure, C5H7NO, with properties calculated with wB97M-V/def2-TZVPD.

```
14
Properties=species:S:1:pos:R:3:forces:R:3
O -1.99441 -0.13159 -1.10529 -0.23 0.06 -0.05
C -1.19502 -0.01387 0.01253 0.08 -0.18 0.24
C -0.32879 -1.13212 0.18935 -0.04 0.03 -0.12
C 1.08445 -0.74564 0.39483 0.11 -0.36 -0.01
C 1.38560 0.45431 -0.51887 0.02 0.00 -0.12
C 0.39726 1.06623 0.46490 0.04 0.29 0.23
N 0.62596 0.16047 1.46388 -0.07 0.21 -0.12
H -2.84459 0.29875 -0.94916 0.11 -0.05 -0.06
H -1.69345 0.48059 0.83928 0.13 -0.05 -0.12
H -0.66118 -2.14821 -0.03073 0.06 0.14 0.03
H 1.80025 -1.53595 0.62624 -0.11 0.12 -0.04
H 1.13316 0.39260 -1.58237 0.02 0.01 0.17
H 2.40309 0.83154 -0.37173 -0.13 -0.07 0.00
H 0.09104 2.09574 0.64323 0.02 -0.15 -0.03
```
Positions in Å, forces in eV/Å.

E_HOMO (eV): -8.54
LUMO energy (eV): 0.38
Total charge: 0
Energy relative to the best compared isomer or geometry (same formula, charge and spin) (eV): 5.021

[3]
Below is a single C3H4N2S molecule in a non-equilibrium geometry, with properties calculated with wB97M-V/def2-TZVPD.

```
10
Properties=species:S:1:pos:R:3:forces:R:3
C 1.54123 1.25077 0.27287 0.12 -2.24 -0.20
C 2.23139 0.38595 -0.39166 1.78 0.86 -1.39
C -1.13617 0.04784 0.20724 0.69 -1.28 0.67
N 1.59601 -0.37753 0.62685 -0.23 -0.28 -0.59
N -2.31000 -0.51000 -0.02937 -3.05 0.74 -0.29
S 0.04023 -1.21353 0.08571 1.07 1.01 -0.20
H 0.61819 1.44474 0.73442 -0.89 1.67 0.45
H 3.07319 0.33523 -1.18620 -1.79 -0.30 1.56
H -3.20851 0.01394 0.29695 2.29 -1.29 -1.34
H -2.44556 -1.37741 -0.61680 0.00 1.10 1.32
```
Positions in Å, forces in eV/Å.

E_HOMO (eV): -8.42
LUMO energy (eV): 0.49
Total charge: 0
Energy relative to the best compared isomer or geometry (same formula, charge and spin) (eV): 6.995